107
Properties=species:S:1:pos:R:3:forces:R:3:mulliken_charge:R:1 method="wB97M-V/def2-TZVPD" e_above_lowest_kj_mol=122.5 homo_energy_ev="-6.842 / -6.841" gap_ev="6.298 / 6.296"
C -6.0862 1.3623 0.6522 0.00 0.00 0.01 -0.904
C -0.3380 -3.6301 0.3893 0.04 0.04 0.20 0.117
C 5.2497 -3.2650 5.1201 -0.01 0.00 -0.01 -0.495
Pd -0.6514 -0.5964 -0.0710 -0.40 -0.01 0.08 -0.845
H 1.3690 1.6783 0.9868 0.00 -0.03 -0.02 -1.270
H 4.2303 -1.1642 1.2782 0.05 0.04 0.02 0.432
H -0.0713 -3.4465 1.4273 -0.02 0.02 -0.01 0.405
C 2.1646 0.2765 -2.2893 0.06 -0.01 -0.04 0.392
C -5.2865 0.1862 1.2379 0.00 0.00 -0.01 -1.005
S 0.0464 -0.8705 2.1074 0.27 -0.06 0.05 -0.563
C -1.2058 -2.2339 -4.6073 0.03 0.02 0.04 -0.748
H -3.4582 3.5777 1.1101 -0.01 -0.01 0.01 0.398
H -0.9192 -8.8589 -0.6519 0.00 0.00 0.00 0.374
H 1.2447 3.4045 0.7398 0.01 0.01 0.00 0.447
C 4.3347 -2.6870 4.2539 0.00 0.01 0.05 -0.439
H -3.8868 0.1929 -0.3896 -0.01 0.00 0.01 0.041
C 1.7541 -0.9446 1.6352 -0.11 -0.05 -0.11 0.292
C -3.1003 1.4141 1.2473 0.01 0.03 0.04 0.327
H -6.8516 1.6781 1.3647 0.00 -0.01 0.00 0.353
H -1.8870 3.8459 2.7241 0.01 0.00 0.00 0.383
H 7.3162 -3.6809 5.5389 0.00 0.00 0.00 0.369
C 3.2544 -0.0111 -1.4685 -0.08 0.00 -0.08 -0.320
H -2.0636 -4.8063 -1.4045 0.01 -0.02 0.03 0.468
H 4.8873 -3.7601 6.0122 0.00 0.00 0.00 0.363
H -0.0930 4.2083 -0.8048 -0.02 0.02 0.00 0.260
H -1.8415 4.7413 -4.2856 0.00 -0.01 0.00 0.547
H -2.8135 1.1647 2.2757 0.02 -0.01 0.00 0.779
C -2.3399 2.0574 -2.1882 0.01 0.00 -0.01 -0.613
C -0.4889 2.5464 1.7048 -0.01 -0.02 0.00 0.787
H 8.1181 -2.5396 3.4876 0.00 0.00 0.00 0.347
H 0.3006 4.6608 -3.0670 0.01 0.00 0.00 0.546
C 2.3840 0.7028 -3.5873 -0.03 -0.02 0.03 -0.764
H -6.6169 1.0409 -0.2470 0.01 0.00 0.00 0.359
N 2.6172 -1.4096 2.4665 -0.03 0.09 0.10 -0.561
H 6.5109 -1.4804 1.9513 0.00 -0.01 0.00 0.374
H 0.0621 -3.9515 -4.8384 0.00 0.00 0.00 0.428
H -4.7770 2.4424 -0.7008 0.01 -0.02 -0.01 -0.250
C -1.6984 2.7669 -0.9915 -0.02 0.02 0.01 1.117
C 1.0202 2.6016 1.4440 -0.02 0.03 0.02 0.299
N 3.1334 -0.4748 -0.1247 0.07 -0.03 0.01 -1.265
C 6.1586 -1.9918 2.8399 0.01 -0.02 -0.02 -0.370
C -5.1769 2.5515 0.3114 0.00 0.01 0.00 -0.385
H 2.7387 3.2621 2.5697 0.00 0.01 0.00 0.510
H -0.0956 3.0405 -3.5858 -0.01 -0.01 0.00 0.045
C -0.3810 -3.2565 -4.1362 0.00 0.01 0.02 -0.698
H -3.1890 1.4381 -1.8946 -0.01 0.00 0.00 0.205
C -2.7792 3.0815 -3.2452 -0.01 -0.01 0.00 -1.035
H -1.9428 -0.7197 -1.6934 -0.30 -0.36 0.11 1.031
C -0.7155 -2.5396 -1.8534 -0.06 0.17 0.05 1.164
H 0.9441 -5.6652 1.5077 0.00 0.00 0.00 0.463
C 4.7911 -2.0435 3.1071 0.03 0.03 -0.02 0.466
N 1.9650 -0.4718 0.3117 0.26 0.00 0.15 1.379
C 1.7465 2.8515 2.7720 0.00 -0.02 0.00 -0.728
C -1.8235 4.2835 -3.2954 0.01 0.01 0.01 -0.893
C 3.6795 0.8506 -4.0705 0.02 0.00 -0.01 -0.597
C -0.8051 -7.8014 -0.4520 0.02 0.01 0.02 -0.458
H 1.8972 1.8976 3.2836 0.00 0.00 0.00 0.204
C -0.4119 3.8480 -2.9181 0.00 -0.01 -0.01 -0.708
H 1.5385 0.9103 -4.2316 0.00 0.00 0.00 0.419
C -0.4815 -2.5698 -0.4011 -0.04 -0.02 -0.31 -1.052
H 3.8431 1.1829 -5.0874 0.00 0.00 0.00 0.402
H -2.3406 -0.4914 -4.0595 -0.03 -0.03 -0.01 0.477
C 0.9503 3.8107 3.6774 0.00 0.00 0.01 -0.828
H -5.7534 3.4787 0.3087 0.00 0.00 0.00 0.577
C 4.7611 0.5622 -3.2516 0.00 0.00 0.00 -0.670
H 5.3785 -0.1067 -1.2972 0.00 0.00 0.00 0.495
C -0.5125 -5.0599 0.0588 -0.01 -0.06 -0.05 0.177
H -1.5950 1.3768 -2.6128 0.00 0.01 0.01 -0.355
C 0.1042 -7.3616 0.5001 -0.01 -0.01 -0.02 -0.572
C -1.0040 3.9456 2.0886 0.00 0.00 0.01 -0.598
H -3.7954 3.4223 -3.0308 0.00 0.00 0.01 0.248
H -2.8157 2.5937 -4.2228 0.00 0.00 0.00 0.465
C -1.4939 -1.4815 -2.3529 0.04 0.22 0.13 -0.485
H 0.5309 -4.1877 -2.4356 -0.01 0.01 -0.01 0.558
C -1.4383 -5.5177 -0.8795 -0.06 -0.02 0.02 -0.119
C 0.2400 -6.0060 0.7571 0.02 0.03 -0.02 -0.518
H 0.4395 2.6301 -1.3461 0.01 0.00 0.00 -0.175
C -0.3578 3.3725 -1.4550 0.02 -0.02 0.00 -0.676
H -5.2504 0.2598 2.3292 0.01 0.01 0.00 0.364
H -0.6124 1.8812 2.5669 0.01 -0.01 0.00 0.831
H 0.7125 5.2751 2.1235 0.00 0.00 0.00 0.311
H -0.3908 5.5063 3.4604 0.00 0.00 0.01 0.514
H 1.6278 4.3831 4.3126 0.00 0.00 0.00 0.494
C -1.7402 -1.3234 -3.7125 0.25 -0.01 -0.09 -0.958
H -1.3185 4.5060 1.2030 0.01 0.00 0.00 0.024
H 1.1589 0.1486 -1.9129 -0.03 -0.01 0.02 0.228
N 3.9207 -1.4334 2.2034 -0.06 -0.11 -0.04 0.370
H -2.3080 -7.2064 -1.8634 0.00 0.00 0.00 0.387
H -2.3657 3.5761 -0.6776 0.00 0.00 0.02 1.099
H -5.7793 -0.7604 1.0115 -0.01 0.00 0.00 0.428
C -1.5804 -6.8728 -1.1339 0.00 0.02 -0.01 -0.631
C 4.5487 0.1277 -1.9519 0.00 0.01 0.01 -0.208
H 3.2741 -2.7229 4.4554 0.00 0.00 -0.01 0.423
C -3.8579 0.1871 0.7051 0.00 0.00 -0.02 -0.301
C 6.6120 -3.2229 4.8574 0.00 0.00 -0.01 -0.521
H -3.3235 -0.7219 0.9852 0.00 0.00 0.03 0.247
C -0.1200 -3.3974 -2.7863 0.07 0.02 -0.08 -0.367
H 0.3070 3.2408 4.3547 0.00 0.00 -0.01 0.320
H -1.4082 -2.1451 -5.6667 -0.01 0.00 0.00 0.423
C 0.0790 4.7420 2.8388 0.01 0.00 -0.01 -0.939
C -4.0173 2.6618 1.2975 -0.01 0.02 -0.02 -1.219
C 7.0592 -2.5843 3.7083 -0.01 0.01 0.01 -0.582
P -1.4470 1.6198 0.4342 0.09 0.07 -0.29 -0.721
H -2.1547 5.0564 -2.5953 0.00 0.00 0.00 0.325
H -4.4227 2.7667 2.3085 -0.01 -0.02 0.00 0.587
H 0.7056 -8.0757 1.0483 0.00 0.00 0.00 0.370
H 5.7703 0.6705 -3.6265 0.00 0.00 0.01 0.382

112
Properties=species:S:1:pos:R:3:forces:R:3:mulliken_charge:R:1 method="wB97M-V/def2-TZVPD" total_charge=+2 homo_energy_ev="-10.996 / -10.995" gap_ev="4.424 / 4.423"
H -2.3238 1.6663 -4.7635 0.53 -2.27 -1.25 0.418
C 0.1852 -1.7333 0.6600 0.96 -2.61 1.02 -0.254
N 1.4631 -0.9691 2.7193 -0.90 0.69 -3.33 0.979
H 3.5986 1.8494 -3.7309 -0.56 0.04 0.20 0.633
C 0.7667 -7.5546 1.7821 -0.15 0.06 0.03 -0.410
N -2.1934 -0.0896 0.0957 -2.32 -0.93 0.50 1.330
H 1.5842 -0.4608 -5.3211 -0.58 0.18 0.18 0.502
H 0.2192 3.9237 -8.0467 0.01 -0.03 0.00 0.435
C 0.6433 0.1225 -5.4021 0.55 -0.11 -0.20 -1.379
C 3.6468 -0.8175 3.9082 0.39 -0.41 0.34 0.406
H -3.0877 0.5555 3.5008 0.55 -0.08 0.42 0.250
H 0.9897 -2.0555 4.4491 0.13 0.08 -0.21 0.613
H -5.1938 -1.9373 1.6830 0.08 0.10 -0.11 0.528
C -0.8592 2.3530 3.4865 0.04 -0.09 -0.24 -0.802
C -0.5428 -5.1322 1.2348 0.20 -0.52 0.36 0.259
H -2.2274 -3.7861 1.4304 0.26 -0.23 -0.11 0.556
C -2.3981 2.3665 -3.1103 -0.92 0.44 2.15 -0.377
H -0.1439 4.4803 -1.5000 0.38 -0.54 -0.77 0.796
H 5.3326 -1.9047 6.6713 -0.06 0.04 -0.18 0.397
H -2.8989 -2.2095 2.6322 -0.23 0.18 -0.11 0.777
Y -0.4416 1.0363 -0.8917 0.22 2.57 0.28 -0.715
H -1.3025 -2.3508 -5.1650 0.21 0.21 0.66 0.431
C -3.5373 0.9734 -1.6200 -0.29 0.38 -0.50 0.708
H 6.9708 -2.5674 4.9315 -0.16 0.08 -0.04 0.402
H 1.8019 0.1724 4.4117 0.08 -0.17 -0.04 0.492
H -0.3782 4.2654 6.0112 0.03 -0.07 -0.31 0.462
H -5.6770 0.8152 -1.9762 0.16 -0.03 0.08 0.432
C 5.7733 -1.8244 3.3037 -0.26 0.10 0.04 -0.717
H 3.0351 5.1854 -0.8965 0.14 -0.44 -0.47 0.374
H 2.3830 -6.7712 0.5931 -0.18 0.04 0.05 0.417
C 0.9591 1.5779 -5.6753 0.01 0.39 0.02 0.743
N -2.3729 1.5402 -2.0432 -1.79 0.80 -0.73 0.686
C -2.0389 -0.8941 1.1686 -1.10 1.96 -0.38 0.338
C -3.5457 2.6788 -3.8111 -1.57 1.15 1.34 -0.558
H -1.5945 -0.3792 3.9243 -0.53 0.89 0.33 0.020
H 0.0616 -0.3202 -6.2384 0.33 0.33 0.51 0.600
H 4.3161 4.2496 -1.7586 -0.66 0.22 -0.01 0.416
C 0.6628 3.4890 -7.1602 0.02 -0.19 0.21 -0.768
C -0.6590 3.4962 5.3034 -1.11 -0.76 2.32 -0.536
H -1.0211 -0.9752 1.5387 -2.35 1.93 0.27 -0.174
H -0.9968 -8.0781 2.8990 0.06 0.15 -0.10 0.400
Se -0.6999 1.8507 1.8161 0.11 0.27 -1.20 0.879
H -0.5935 3.0801 -2.5571 1.92 1.41 0.91 -0.852
C -1.4310 2.3813 5.5650 0.71 1.97 1.85 -0.392
N -0.3052 3.4717 4.0023 -0.31 -0.50 0.06 0.233
C 0.7374 -5.3860 0.7191 -0.11 -0.13 0.19 -0.284
Sb 1.9986 2.7891 -1.6931 0.40 1.65 -1.21 0.575
C 6.0415 -2.0813 4.6466 -0.12 0.06 0.03 -0.411
H -5.6636 2.3258 -3.9116 0.14 -0.09 0.10 0.437
H -1.8701 2.1111 6.5168 0.01 -0.08 -0.29 0.475
H 2.2315 0.7546 -3.4498 0.26 0.40 -0.07 0.293
C -1.1628 -6.1172 2.0170 0.32 0.10 -0.10 -0.200
H -1.4173 -3.7534 -0.1253 0.18 0.50 0.13 0.651
C 2.4961 1.8158 -3.6060 0.07 -0.31 -0.35 -1.531
C -0.4239 -2.5145 2.9096 0.59 -0.17 -0.05 0.326
H 1.6785 -2.9965 3.1018 -0.19 -0.09 0.23 0.413
S -0.0102 -1.5842 -1.0005 0.65 -2.29 1.08 -0.057
C 1.3895 -6.5888 0.9950 -0.22 0.23 0.00 -0.813
C -4.5320 -0.5925 0.1299 0.06 -0.09 0.15 -0.906
C -3.4378 0.0705 -0.4351 0.32 -0.40 0.37 0.003
C 0.5122 4.4640 3.3099 0.31 0.30 -0.56 -0.720
C -1.2414 -3.8190 0.9511 -0.03 -0.50 -0.20 -1.299
C 1.1715 -0.7541 1.3606 0.80 -0.93 2.40 -0.181
C -1.0224 -2.2415 -4.0973 -0.03 -0.35 0.24 -1.244
H -0.2572 1.5899 -7.4735 0.05 -0.15 0.07 0.406
H 1.2371 -4.6440 0.0995 -0.10 -0.03 0.06 0.439
H 0.3982 4.4435 -3.2166 0.13 -0.37 -0.02 0.614
C -4.7363 2.1077 -3.3893 0.11 0.46 0.16 -1.094
C 4.5832 -1.1951 2.9356 0.04 -0.08 0.21 -0.203
C 5.1206 -1.7091 5.6233 -0.02 0.07 -0.20 -0.722
H -1.1122 -1.7000 3.1649 0.45 -0.33 0.15 -0.618
H 2.7515 4.3003 -4.6372 0.19 0.02 0.22 0.447
H -5.5337 -0.4863 -0.2682 0.16 0.10 -0.05 0.463
H -0.0695 4.9137 2.4780 0.38 -0.36 0.48 0.317
C -3.0769 -1.5753 1.7718 -0.34 0.22 -0.19 -0.586
H -3.5113 3.3488 -4.6622 0.05 -0.06 0.06 0.498
H -3.2860 0.3191 -4.0248 0.75 -0.01 -0.65 0.377
C 0.9850 -2.1883 3.3618 0.00 -0.24 0.05 -1.562
Sb -0.6150 -0.1636 -3.6558 -0.15 -0.77 -2.84 0.850
C 3.2506 4.5585 -1.7858 0.35 0.12 0.28 -1.193
H -1.8562 -2.5972 -3.4581 0.53 0.15 -0.38 0.341
N -1.5518 1.6716 4.4248 0.23 0.25 -0.03 0.185
H 4.3937 -0.9957 1.8831 -0.04 0.02 0.11 0.404
H -1.4351 2.7820 -3.3919 -1.15 -0.37 -0.82 0.240
H 3.2266 -0.7906 6.0353 0.02 0.00 -0.14 0.375
H 6.4933 -2.1094 2.5406 -0.13 0.06 0.13 0.414
N -0.4702 -2.6775 1.4639 2.66 -0.43 -1.79 0.800
C -2.3970 0.5661 -4.6406 0.46 -1.07 -1.56 -1.272
H 1.4236 3.9790 2.9015 -0.61 0.27 0.19 0.269
C -4.3475 -1.4198 1.2400 -0.03 0.22 -0.38 -1.524
H -2.1588 -5.9543 2.4223 0.09 0.05 -0.08 0.377
C 1.5086 4.2508 -6.3613 0.05 -0.27 0.19 -0.758
H -2.7535 0.1117 5.2185 0.43 0.45 -0.55 0.351
H -0.7742 -3.4221 3.4110 0.11 0.01 -0.30 0.464
C -0.5096 -7.3209 2.2904 0.11 0.11 -0.15 -0.708
H -0.7860 3.0556 -0.8153 -0.54 -1.56 1.71 -0.023
C 0.1987 3.8206 -2.3233 0.62 1.11 -1.00 -0.518
C -2.2874 0.4212 4.2586 -0.20 -0.12 -0.23 -0.368
H -0.1145 -2.8445 -3.8904 -0.58 0.32 -0.09 0.373
C 2.0856 3.6917 -5.2219 -0.63 -0.47 -0.65 -0.226
C 1.8181 2.3640 -4.8474 -0.17 -0.07 -0.29 1.024
H -2.4947 0.0896 -5.6375 0.13 0.05 0.53 0.562
H 2.6135 0.8133 3.0078 -0.35 -0.30 -0.38 0.604
C -4.7349 1.2495 -2.2875 0.24 -0.03 0.22 -0.938
C 2.3642 -0.1216 3.5161 0.15 0.38 0.21 -1.396
H 1.2747 -8.4916 1.9950 -0.10 0.16 -0.03 0.400
H 3.0616 5.1689 -2.6857 -0.02 -0.46 0.39 0.357
H 1.7251 5.2769 -6.6292 0.02 -0.02 0.01 0.435
C 0.3955 2.1627 -6.8262 0.31 0.48 0.51 -0.912
H 0.8201 5.2720 4.0076 -0.37 -0.73 -0.29 0.311
C 3.9297 -1.0795 5.2573 0.11 -0.09 -0.32 -0.241
S 1.8062 0.4858 0.4286 1.14 -1.19 1.52 -0.345